Density functional theory data (ωB97M-V with the def2-TZVPD basis set) for a cluster of 2 separate species, C6H14O in total.

```
21
Properties=species:S:1:pos:R:3:mulliken_charge:R:1
C 3.137 0.434 -1.014 -1.028
C 1.695 0.359 -1.424 -0.354
C 0.840 -0.527 -0.503 -0.592
C -0.567 0.036 -0.322 -0.672
C -1.372 -0.636 0.784 -0.570
C -2.647 0.136 1.072 -0.534
O -3.356 -0.528 2.099 -0.502
H 3.626 1.021 0.890 0.121
H 3.915 0.422 -1.774 0.268
H 3.474 -0.013 -0.138 0.303
H 1.237 1.354 -1.497 0.372
H 1.649 -0.032 -2.459 0.337
H 0.792 -1.558 -0.885 0.287
H 1.334 -0.584 0.475 0.328
H -1.119 -0.012 -1.273 0.288
H -0.465 1.105 -0.082 0.396
H -1.628 -1.669 0.519 0.304
H -0.777 -0.680 1.705 0.322
H -2.383 1.165 1.370 0.310
H -3.250 0.210 0.151 0.311
H -4.136 -0.002 2.308 0.307
```

Results
HOMO energy (spin up / spin down), eV: -8.610 / -9.270
Maximum force, eV/A: 2.0
Charge: 0
HOMO-LUMO gap (spin up / spin down), hartree: 0.3121 / 0.3488
Relative energy (zero: lowest compared OMol25 entry of this formula, charge and spin), kJ/mol: 505.8